Computed, not measured: a structure of composition C4H9NS3, with ωB97M-V with the def2-TZVPD basis set.

Last column: Mulliken charge in e.
Atoms and positions in Å:
C (2.7960, 0.6597, -0.7807)  -0.828
C (2.3132, 0.0041, 0.6249)  -0.502
C (-0.3607, -0.2751, -0.1622)  0.505
C (-2.8560, -1.2378, 0.5741)  -0.839
H (2.7912, -0.2367, -1.6289)  0.245
H (1.9272, 1.4670, -0.9662)  0.241
H (3.8822, 1.1499, -0.7945)  0.289
H (3.0765, -0.4740, 1.1813)  0.396
H (1.7858, 0.7836, 1.1511)  0.295
H (-2.5685, -1.8188, 1.4710)  0.299
H (-3.2134, -0.3095, 0.9074)  0.324
H (-3.8245, -1.7820, 0.2643)  0.285
H (-2.8043, 1.4710, -0.8462)  0.124
N (-0.4965, 1.0291, -0.0976)  -0.467
S (1.0196, -1.0807, 0.0826)  -0.132
S (-1.6111, -1.4712, -0.8596)  -0.077
S (-1.8568, 2.1213, -0.1208)  -0.159

Cartesian forces, eV/Å:
C 0.08 -0.11 -0.74
C -0.46 2.31 -3.19
C -4.00 4.38 -1.52
C -1.10 -3.63 -0.81
H -0.01 2.61 2.11
H 2.27 -1.83 -0.17
H -2.49 -0.92 0.25
H 0.42 -0.73 0.52
H 0.27 0.30 0.65
H 0.45 0.35 -0.58
H 0.32 1.80 -0.19
H 1.52 0.70 -0.01
H 0.24 -0.09 0.09
N -0.25 -1.32 0.67
S 2.57 -3.91 1.02
S -0.85 1.57 2.25
S 1.01 -1.51 -0.34

Output
- relative energy (zero: lowest compared OMol25 entry of this formula, charge and spin) (kcal per mole) = 59.9
- frontier orbital gap (eV) = 8.7
- HOMO level (eV) = -8.20
- DFT total energy (a.u.) = -1407.0196
- F_max (eV Å⁻¹) = 6.12